{"formula": "C8H14N3", "method": "the ωB97M-V functional and the def2-TZVPD basis", "elements": ["C", "C", "N", "C", "C", "C", "N", "C", "C", "N", "C", "H", "H", "H", "H", "H", "H", "H", "H", "H", "H", "H", "H", "H", "H"], "xyz": [[2.68283, -1.21461, 0.37981], [1.89764, -0.17254, 0.17267], [2.25239, 1.13178, 0.33883], [1.32098, 1.90418, -0.05013], [0.14244, 1.18805, -0.57503], [-1.50147, 1.61049, 0.16065], [-2.22339, 0.43776, -0.09521], [-1.85169, -0.69617, 0.72816], [-0.32961, -0.70081, 0.93393], [0.43165, -0.23865, -0.25995], [0.19626, -1.12276, -1.40710], [2.39806, -2.23622, 0.22294], [3.68587, -1.03726, 0.72651], [1.42187, 2.97280, -0.01212], [-0.02652, 1.34920, -1.63734], [-1.29114, 1.86707, 1.20106], [-1.85410, 2.46392, -0.40397], [-3.21551, 0.55093, -0.23678], [-2.18415, -1.60476, 0.21907], [-2.31547, -0.68469, 1.72539], [-0.05612, -0.03987, 1.75981], [0.00869, -1.70751, 1.18965], [-0.83125, -0.99144, -1.74377], [0.88268, -0.86772, -2.21267], [0.35905, -2.16117, -1.12441]], "nbo_charge": [-0.358, 0.266, -0.379, 0.112, -0.129, -0.144, -0.658, -0.240, -0.217, -0.264, -0.413, 0.223, 0.261, 0.233, 0.251, 0.182, 0.234, 0.408, 0.217, 0.212, 0.233, 0.246, 0.249, 0.243, 0.231], "orbital_gap_ev": 9.3, "e_above_lowest_ev": 2.9203, "smiles": "C=C1N=C[C@@H]2CNCC[N@+]12C", "spin_multiplicity": 1, "charge": 1, "lumo_ev": -3.55, "e_tot_ev": -12984.9900}



{"formula": "C30H26AsCl2F6N2O6S2W", "method": "the ωB97M-V functional and the def2-TZVPD basis", "elements": ["W", "N", "C", "C", "O", "O", "H", "H", "H", "H", "Cl", "C", "Cl", "H", "H", "C", "C", "C", "C", "C", "C", "As", "C", "C", "C", "C", "C", "C", "C", "C", "C", "C", "C", "C", "H", "H", "H", "H", "H", "H", "H", "H", "H", "H", "H", "H", "H", "H", "H", "F", "C", "F", "F", "S", "O", "O", "N", "S", "O", "O", "C", "F", "F", "F", "C", "C", "C", "C", "C", "C", "C", "H", "H", "H", "H", "H"], "xyz": [[-0.94854, 0.08613, 0.29087], [0.07407, 3.43374, -0.11430], [-1.27444, 3.91701, -0.37803], [-2.36741, 2.87224, -0.26964], [-3.52611, 3.13481, -0.30748], [-1.94124, 1.58545, -0.18701], [0.17420, 3.20823, 0.87145], [0.73794, 4.17499, -0.30495], [-1.32592, 4.29685, -1.40017], [-1.59965, 4.73166, 0.27568], [-3.89371, 1.97103, 2.67702], [-4.40248, 0.51285, 3.53085], [-3.73209, -0.93931, 2.76863], [-5.48236, 0.44847, 3.48795], [-4.04264, 0.55865, 4.55130], [5.02376, 2.58630, 1.19106], [4.69477, 1.30350, 1.60235], [3.60761, 0.64875, 1.03867], [2.85300, 1.29657, 0.06557], [3.19591, 2.57566, -0.36950], [4.28382, 3.21802, 0.20166], [1.31233, 0.50085, -0.73594], [1.19602, -1.40970, -0.38525], [0.93779, -2.30985, -1.43910], [0.75915, -3.64955, -1.16073], [0.78445, -4.10558, 0.15603], [1.01931, -3.23178, 1.19736], [1.23900, -1.88336, 0.93273], [1.38695, 0.78079, -2.61372], [0.24426, 1.20341, -3.28260], [0.29412, 1.38114, -4.65796], [1.47589, 1.14347, -5.34427], [2.61714, 0.73068, -4.66718], [2.57956, 0.54834, -3.29458], [5.87203, 3.09236, 1.63267], [5.29009, 0.80550, 2.35571], [3.37419, -0.35973, 1.34444], [2.62801, 3.05042, -1.15973], [4.56156, 4.20826, -0.13449], [0.88289, -1.96412, -2.46495], [0.57861, -4.33280, -1.97651], [0.62109, -5.15547, 0.36177], [1.05277, -3.58951, 2.21750], [1.46250, -1.21653, 1.75243], [-0.67610, 1.38652, -2.74293], [-0.59085, 1.70170, -5.19062], [1.51087, 1.28038, -6.41687], [3.53500, 0.54971, -5.21004], [3.46641, 0.22890, -2.76014], [-4.90080, -2.22901, -0.16332], [-4.28276, -1.35356, -0.94004], [-4.32386, -0.14765, -0.38998], [-4.83502, -1.32922, -2.13520], [-2.50796, -1.85925, -1.12427], [-1.86645, -0.78307, -1.88531], [-1.99124, -1.75258, 0.29832], [-2.45783, -3.27298, -1.62096], [-2.44719, -3.71579, -3.18981], [-3.62619, -3.29070, -3.86629], [-1.15887, -3.49597, -3.76869], [-2.57655, -5.52944, -2.87650], [-1.53646, -5.92763, -2.14797], [-3.69655, -5.80865, -2.22821], [-2.56374, -6.15170, -4.04110], [-0.44624, 0.43633, 1.94420], [-0.00875, 0.71487, 3.28496], [0.97151, 1.69012, 3.50264], [1.41761, 1.94902, 4.78674], [0.88644, 1.24534, 5.86009], [-0.08243, 0.27147, 5.64918], [-0.52669, -0.00319, 4.36758], [1.38952, 2.22498, 2.65751], [2.17735, 2.70126, 4.95216], [1.23116, 1.45377, 6.86407], [-0.48651, -0.27942, 6.48795], [-1.27504, -0.76343, 4.18722]], "lowdin_charge": [1.416, 0.007, -0.153, -0.545, 0.126, -0.261, 0.061, 0.079, 0.137, 0.135, 0.583, -0.959, 0.579, 0.032, 0.028, -0.060, -0.059, -0.090, -0.364, -0.119, -0.060, 1.306, -0.405, -0.089, -0.058, -0.030, -0.046, -0.148, -0.383, -0.099, -0.050, -0.052, -0.058, -0.091, 0.114, 0.115, 0.093, 0.098, 0.114, 0.113, 0.105, 0.122, 0.120, 0.082, 0.086, 0.116, 0.115, 0.114, 0.114, 0.163, -0.690, 0.138, 0.185, 0.644, -0.334, -0.442, -0.255, 0.644, -0.235, -0.254, -0.695, 0.143, 0.165, 0.173, -0.228, -0.302, -0.044, -0.062, -0.060, -0.059, -0.041, 0.099, 0.111, 0.112, 0.112, 0.085], "orbital_gap_ev": 7.8, "e_above_lowest_ev": 0.3727, "spin_multiplicity": 1, "charge": 1, "lumo_ev": -3.60, "e_tot_ev": -172473.8032}